Computed, not measured: a structure of composition C51H50Cl2KO2P2Si in a non-equilibrium geometry, with ωB97M-V/def2-TZVPD.

Properties
**Strongest force on any atom**: 2.469 eV Å⁻¹
**Relative energy (zero: lowest compared OMol25 entry of this formula, charge and spin)**: 93.0 kJ/mol
**Lowest unoccupied orbital energy**: 2.244 eV

```
! wB97M-V def2-TZVPD RIJCOSX def2/J DEFGRID3
* xyz -1 1
K -0.20366 0.29824 -0.77672
C 1.16564 -4.67578 0.14620
C -0.10542 -3.87675 0.26148
C -0.72590 -3.77860 1.51180
C -0.04710 -4.45583 2.67232
C -1.90294 -3.04102 1.64157
C -2.58179 -2.82348 2.96758
C -2.49553 -2.47400 0.50650
C -3.71765 -1.61237 0.66044
C -1.93542 -2.67325 -0.75505
C -2.67823 -2.29469 -2.00856
C -0.67630 -3.27232 -0.85630
C 0.07805 -3.22497 -2.15627
H 1.99766 -4.15713 0.62625
H 1.43714 -4.86103 -0.88737
H 1.04861 -5.64009 0.64103
H -0.19487 -5.53672 2.61905
H -0.41145 -4.11154 3.63309
H 1.02189 -4.25551 2.64066
H -2.52190 -1.76972 3.24720
H -2.13700 -3.40781 3.76617
H -3.63559 -3.09511 2.90344
H -3.81551 -0.92834 -0.17717
H -3.63259 -1.00833 1.55921
H -4.63015 -2.20580 0.74344
H -2.33589 -1.34542 -2.42007
H -3.74443 -2.21699 -1.81953
H -2.53959 -3.06393 -2.76699
H -0.32341 -2.45360 -2.80647
H 0.05073 -4.17938 -2.68420
H 1.11965 -2.97581 -1.95805
C 1.15112 -0.80724 2.45823
Si 2.06409 0.75505 1.76233
C 3.84168 0.07269 2.03035
C 4.71647 -0.03719 3.09680
C 6.00740 -0.51547 2.91684
C 6.44254 -0.87616 1.65383
C 5.56808 -0.82970 0.57813
C 4.27531 -0.36718 0.77970
P 2.92008 -0.38590 -0.43383
C 3.05522 1.19032 -1.33855
C 2.38320 1.29941 -2.55510
C 2.41695 2.47796 -3.27558
C 3.13808 3.55800 -2.79117
C 3.80514 3.45719 -1.58012
C 3.75469 2.28387 -0.84750
C 3.86687 -1.40387 -1.71902
C 4.00778 -2.74738 -1.37098
C 4.67898 -3.63682 -2.18395
C 5.19100 -3.20771 -3.39778
C 5.04062 -1.88454 -3.76903
C 4.38973 -0.98873 -2.93932
C 1.65470 1.91855 3.22700
C 2.44445 2.40745 4.25649
C 1.94211 3.29193 5.19611
C 0.62824 3.72144 5.11650
C -0.17229 3.27307 4.08114
C 0.34378 2.37526 3.15696
P -0.59334 1.90368 1.66881
C -0.54663 3.60627 0.99408
C -1.50894 4.58627 1.20780
C -1.30649 5.87701 0.75348
C -0.14180 6.21274 0.08515
C 0.82458 5.24353 -0.12904
C 0.62287 3.95330 0.32395
C -2.29569 1.83337 2.31564
C -2.56835 1.34653 3.59332
C -3.87330 1.24122 4.03975
C -4.92567 1.61456 3.21800
C -4.66505 2.03527 1.92185
C -3.36489 2.12158 1.46616
H 1.47615 -1.05432 3.46589
H 1.34652 -1.66728 1.82201
H 0.07479 -0.64282 2.49023
H 4.39279 0.22982 4.09327
H 6.68063 -0.59997 3.76406
H 7.46037 -1.21613 1.50517
H 5.91514 -1.14262 -0.39858
H 1.84544 0.44266 -2.94923
H 1.89159 2.55114 -4.21747
H 3.18163 4.47638 -3.36013
H 4.37223 4.29830 -1.20369
H 4.25065 2.21085 0.11192
H 3.61204 -3.07259 -0.41603
H 4.81217 -4.66499 -1.87937
H 5.71526 -3.89963 -4.04186
H 5.44442 -1.54208 -4.71176
H 4.30745 0.04622 -3.23830
H 3.47720 2.10317 4.31870
H 2.57826 3.65922 5.99191
H 0.23493 4.42020 5.84319
H -1.18922 3.63783 3.99048
H -2.42817 4.35087 1.72443
H -2.06623 6.62836 0.92840
H 0.00632 7.22475 -0.26900
H 1.73315 5.49484 -0.66076
H 1.38612 3.20024 0.16621
H -1.75041 1.06810 4.24581
H -4.07492 0.88401 5.04171
H -5.94447 1.57567 3.58240
H -5.48150 2.31089 1.26658
H -3.15545 2.41768 0.45087
Cl -1.43005 2.45408 -5.07071
C -1.71893 2.85482 -3.39576
Cl -0.53467 4.03132 -2.82788
C -1.58803 1.62148 -2.46335
O -1.97954 1.82098 -1.30989
O -1.09437 0.58813 -2.91561
H -2.70371 3.31335 -3.30197
*
```

***

Computed, not measured: the ion C10H13Cl2F3NO2S with charge +1 in a non-equilibrium geometry, with ωB97M-V/def2-TZVPD.

Properties
**Strongest force on any atom**: 1.089 eV Å⁻¹
**Relative energy (zero: lowest compared OMol25 entry of this formula, charge and spin)**: 0.0 kJ/mol
**SMILES**: C=C[C@@H]1C(S(=O)(=O)C(F)(F)F)=[NH+][C@@H](Cl)[C@@H]1CCCCl
**Lowest unoccupied orbital energy**: -5.467 eV

```
! wB97M-V def2-TZVPD RIJCOSX def2/J DEFGRID3
* xyz 1 1
C 0.04218 -1.29127 2.73713
C -0.35113 -0.82224 1.56994
C 0.55239 0.01405 0.70932
C 0.08561 1.38219 0.34629
S -1.21893 2.25177 1.24494
O -0.94953 2.12356 2.62827
O -2.40595 1.75481 0.63798
C -1.08678 4.06112 0.75697
F -0.77241 4.14586 -0.54768
F -2.28425 4.57373 0.96033
F -0.17653 4.67414 1.48095
N 0.69807 1.81179 -0.68978
C 1.65963 0.79781 -1.23236
Cl 3.26566 1.13304 -0.60463
C 1.03423 -0.49856 -0.68294
C -0.12524 -0.96596 -1.60337
C -0.02013 -2.46055 -1.93401
C -0.47677 -3.38960 -0.80488
Cl 0.88116 -4.33754 -0.13093
H -0.67154 -1.67885 3.45107
H 1.09127 -1.30868 3.01274
H -1.35621 -1.03439 1.22061
H 1.47112 0.16260 1.30056
H 0.57553 2.70713 -1.14953
H 1.62764 0.89945 -2.31442
H 1.79700 -1.26551 -0.56044
H -1.08525 -0.73460 -1.13327
H -0.07864 -0.41716 -2.54741
H -0.62145 -2.66326 -2.82181
H 1.01312 -2.68762 -2.19918
H -0.88288 -2.84185 0.04138
H -1.23098 -4.09541 -1.14185
*
```

***

Asked for E across the records above, the calculation gives -4616.54070 -2211.91980 a.u. in order.